Entry 1:
5 unconnected molecules or ions with the total composition C24H27F6NO4, computed with wB97M-V/def2-TZVPD.

Properties
HOMO   -0.3197 Ha
DFT total energy   -1885.62795 Eh
Energy above the lowest of the compared OMol25 structures with the same formula, charge and spin   9.4 kcal per mole
HOMO-LUMO gap   9.19 eV
LUMO level   0.485 eV
Total charge   0

Geometry as XYZ:
```
62
Properties=species:S:1:pos:R:3:lowdin_charge:R:1
C -1.532 3.052 -2.776 -0.043
C -2.059 2.131 -1.664 -0.196
O -3.108 1.305 -2.138 0.039
C -4.296 1.845 -2.293 -0.426
O -4.546 2.979 -2.032 0.174
C -5.323 0.811 -2.737 -0.575
F -6.500 1.033 -2.158 0.173
F -5.552 0.948 -4.049 0.167
F -4.944 -0.415 -2.470 0.201
H -0.449 3.164 -2.729 0.066
H -1.922 4.065 -2.642 0.077
H -1.824 2.749 -3.779 0.086
H -2.356 2.666 -0.760 0.118
H -1.205 1.524 -1.371 0.101
C 5.281 -4.343 1.025 -0.062
C 3.971 -5.031 1.324 -0.203
O 3.974 -6.280 0.632 0.031
C 3.023 -7.158 0.885 -0.405
O 2.158 -7.025 1.691 0.178
C 3.123 -8.358 -0.093 -0.532
F 3.197 -9.511 0.584 0.167
F 2.004 -8.343 -0.834 0.164
F 4.175 -8.281 -0.913 0.166
H 5.283 -3.324 1.417 0.079
H 5.482 -4.302 -0.046 0.083
H 6.161 -4.792 1.489 0.080
H 3.125 -4.436 0.981 0.115
H 3.841 -5.188 2.396 0.131
C 4.297 2.140 -1.607 -0.140
C 3.731 2.066 -2.901 -0.113
C 3.279 3.312 -3.233 -0.130
N 3.520 4.146 -2.152 0.010
C 4.130 3.424 -1.165 -0.152
H 4.770 1.411 -0.972 0.090
H 3.592 1.107 -3.377 0.095
H 2.778 3.710 -4.098 0.103
H 3.155 5.077 -2.121 0.139
H 4.288 3.856 -0.189 0.110
C 1.505 0.952 0.198 -0.078
C 2.226 -0.231 0.339 -0.087
C 1.697 -1.327 1.001 -0.088
C 0.373 -1.260 1.428 -0.091
C -0.309 -0.060 1.381 -0.091
C 0.261 1.084 0.807 -0.098
H 1.977 1.770 -0.330 0.081
H 3.261 -0.281 0.020 0.090
H 2.210 -2.260 1.189 0.082
H 0.008 -2.139 1.946 0.104
H -1.325 -0.017 1.758 0.088
H -0.293 2.011 0.830 0.092
C -6.107 2.883 3.322 -0.095
C -5.919 2.713 1.961 -0.084
C -4.694 2.281 1.477 -0.072
C -3.639 2.105 2.378 -0.087
C -3.827 2.298 3.745 -0.097
C -5.062 2.680 4.218 -0.099
H -7.034 3.280 3.716 0.102
H -6.743 2.990 1.315 0.105
H -4.445 1.981 0.469 0.080
H -2.672 1.766 2.028 0.072
H -2.980 2.158 4.406 0.102
H -5.193 2.891 5.272 0.102
```



Entry 2:
A molecular structure, C24H27FeNOSi, computed with wB97M-V/def2-TZVPD.

Properties
HOMO (alpha / beta)   -0.2177 / -0.2704 Ha
DFT total energy   -2613.85372 Eh
HOMO-LUMO gap (alpha / beta)   6.11 / 7.43 eV
LUMO level (alpha / beta)   0.187 / 0.075 eV
Multiplicity   5
Total charge   0

Geometry as XYZ:
```
55
Properties=species:S:1:pos:R:3:mulliken_spin:R:1
C 0.858 2.750 1.965 -0.043
C -0.102 2.848 0.891 0.105
C -1.414 2.710 1.469 -0.014
H 0.113 3.126 -0.134 -0.002
C -1.261 2.545 2.873 0.059
C 0.126 2.561 3.177 0.089
H 0.553 2.592 4.176 0.007
H 1.931 2.913 1.886 0.001
H -2.360 2.848 0.953 0.003
H -2.079 2.559 3.588 0.006
Fe -0.145 0.760 1.583 3.629
C -1.746 -2.985 -3.534 0.003
H -2.461 -3.001 -2.703 0.000
H -2.048 -2.228 -4.268 0.000
H -0.741 -2.757 -3.160 0.001
Si -0.387 -0.106 -0.579 0.050
C 1.286 -0.108 -1.449 -0.015
C 2.078 1.053 -1.482 0.011
H 1.731 1.976 -1.006 -0.012
C 3.337 1.027 -2.097 -0.002
H 3.948 1.930 -2.101 0.000
C 3.813 -0.149 -2.688 0.007
H 4.797 -0.165 -3.169 0.001
C 3.021 -1.305 -2.652 -0.003
H 3.390 -2.227 -3.103 0.000
C 1.762 -1.293 -2.035 0.013
H 1.151 -2.202 -1.992 0.007
C -1.514 0.945 -1.633 0.011
C -1.098 1.453 -2.872 -0.008
H -0.122 1.172 -3.278 -0.002
C -1.930 2.335 -3.576 -0.001
H -1.593 2.736 -4.532 0.000
C -3.183 2.694 -3.065 0.003
H -3.833 3.377 -3.621 0.000
C -3.606 2.159 -1.839 -0.001
H -4.580 2.430 -1.431 0.000
C -2.787 1.274 -1.133 0.000
H -3.122 0.847 -0.181 0.010
H -0.964 -1.468 -0.597 0.019
H -1.736 -3.972 -4.018 0.000
O -0.790 0.030 4.008 0.011
C -0.755 -1.372 4.228 -0.006
C 0.286 -1.940 3.308 0.018
C 0.896 -3.142 3.700 0.001
C 1.887 -3.700 2.901 0.003
C 2.290 -2.974 1.780 -0.001
C 1.747 -1.712 1.540 0.027
N 0.694 -1.222 2.234 0.013
H -1.255 0.486 4.726 -0.001
H -0.444 -1.541 5.269 0.000
H -1.746 -1.829 4.048 -0.002
H 0.544 -3.610 4.618 0.000
H 2.334 -4.663 3.153 0.000
H 3.045 -3.365 1.106 0.000
H 2.184 -1.096 0.747 0.010
```